*1*
Computed, not measured: a 4-piece molecular cluster, H8O4 overall, with the ωB97M-V functional and the def2-TZVPD basis.

Calculated values
E_HOMO   -11.574 eV
Frontier orbital gap   12.57 eV
SMILES   O.O.O.O

Geometry as ORCA input:
```
! wB97M-V def2-TZVPD RIJCOSX def2/J DEFGRID3
* xyz 0 1
O -4.0700 2.2905 6.6804
H -3.5765 1.6977 6.1041
H -4.5426 1.7140 7.2985
H -3.7507 -6.0731 -5.5110
O -3.7164 -6.3872 -6.4219
H -4.0793 -7.2787 -6.3565
O 5.8323 7.3113 0.4244
H 6.4481 7.9098 -0.0080
H 5.1398 7.1487 -0.2222
O 2.0684 -2.9997 -0.7015
H 2.3512 -3.7775 -0.2001
H 1.1108 -3.1365 -0.7356
*
```

***

*2*
Computed, not measured: a 4-piece molecular cluster, H8O4 overall, with the ωB97M-V functional and the def2-TZVPD basis.

Calculated values
E_HOMO   -10.655 eV
Frontier orbital gap   11.01 eV
SMILES   O.O.O.O

Geometry as ORCA input:
```
! wB97M-V def2-TZVPD RIJCOSX def2/J DEFGRID3
* xyz 0 1
O -0.5443 -1.1729 -0.1093
H -1.1938 -0.5399 0.1134
H 0.0807 -1.1417 0.5910
H -1.5361 -2.8000 -1.3050
O -1.2018 -3.2673 -2.1557
H -0.4364 -2.7749 -2.2623
O -1.5030 1.0173 1.2187
H -1.5045 1.8851 0.7848
H -2.3448 0.9888 1.5489
O 3.1814 2.7193 0.2020
H 3.8776 2.1433 0.3087
H 3.1251 2.9429 1.0649
*
```

***

Most stable structure, least stable structure: *1*, *2*.

***

*1*
Computed, not measured: a 4-piece molecular cluster, H8O4 overall, with the ωB97M-V functional and the def2-TZVPD basis.

Calculated values
E_HOMO   -11.352 eV
Frontier orbital gap   12.07 eV
SMILES   O.O.O.O

Geometry as ORCA input:
```
! wB97M-V def2-TZVPD RIJCOSX def2/J DEFGRID3
* xyz 0 1
O 2.7971 2.9183 -0.2985
H 3.6734 2.5979 -0.0847
H 2.6404 2.6107 -1.1913
O -2.0669 -1.0263 2.3804
H -2.3028 -1.1317 3.3020
H -1.2794 -1.5594 2.2717
O 0.8422 -2.0012 -0.7947
H 0.2770 -1.3954 -1.2741
H 0.6978 -2.8485 -1.2160
O -1.5719 0.4693 -1.3430
H -2.4855 0.3285 -1.0945
H -1.2214 1.0377 -0.6572
*
```

***

*2*
Computed, not measured: a 4-piece molecular cluster, H8O4 overall, with the ωB97M-V functional and the def2-TZVPD basis.

Calculated values
E_HOMO   -11.273 eV
Frontier orbital gap   12.01 eV
SMILES   O.O.O.O

Geometry as ORCA input:
```
! wB97M-V def2-TZVPD RIJCOSX def2/J DEFGRID3
* xyz 0 1
H 0.4663 -2.0730 -0.7738
H -0.6570 -1.3465 0.0422
H 1.5205 -0.6858 0.0124
H 2.4098 0.3890 0.7057
H 0.4822 1.1570 -0.0853
H -0.1995 2.5992 -0.4568
H -1.6100 0.5479 -0.2075
H -2.3760 -0.3279 0.7003
O 0.2176 -1.8199 0.2086
O 1.9987 0.1559 -0.1622
O -0.3073 1.7392 0.1856
O -1.9452 -0.3350 -0.1692
*
```

***

Most stable structure, least stable structure: *2*, *1*.

***

*1*
Computed, not measured: a 4-piece molecular cluster, H8O4 overall, with the ωB97M-V functional and the def2-TZVPD basis.

Calculated values
E_HOMO   -10.709 eV
Frontier orbital gap   10.92 eV
SMILES   O.O.O.O

Geometry as ORCA input:
```
! wB97M-V def2-TZVPD RIJCOSX def2/J DEFGRID3
* xyz 0 1
O -0.7224 -0.4626 -0.0399
H 0.0312 -1.0407 0.0794
H -1.1929 -0.5069 0.7925
O 1.1391 1.6404 0.1792
H 0.5263 0.9699 -0.1227
H 0.9986 1.6856 1.1249
O 1.4098 -1.9143 0.6372
H 1.8498 -2.5669 0.0924
H 2.1079 -1.5411 1.1755
O -2.4075 1.3908 -1.2512
H -2.0239 0.6104 -0.8511
H -1.7159 1.7354 -1.8162
*
```

***

*2*
Computed, not measured: a 4-piece molecular cluster, H8O4 overall, with the ωB97M-V functional and the def2-TZVPD basis.

Calculated values
E_HOMO   -10.828 eV
Frontier orbital gap   11.63 eV
SMILES   O.O.O.O

Geometry as ORCA input:
```
! wB97M-V def2-TZVPD RIJCOSX def2/J DEFGRID3
* xyz 0 1
O -0.8700 -0.5024 1.4859
H -1.4378 -0.6304 0.6614
H -1.0507 0.3085 1.9616
O 1.0671 -0.2922 -1.6195
H 1.4207 -0.5271 -0.7762
H 1.1796 0.6354 -1.6291
O 1.2673 0.3996 1.1494
H 1.6712 -0.0382 1.9060
H 0.3277 0.2653 1.1958
O -1.3106 0.0336 -1.0649
H -1.7511 0.5435 -1.7071
H -0.5134 -0.1957 -1.5632
*
```

***

Most stable structure, least stable structure: *1*, *2*.

***

*1*
Computed, not measured: a 4-piece molecular cluster, H8O4 overall, with the ωB97M-V functional and the def2-TZVPD basis.

Calculated values
E_HOMO   -10.843 eV
Frontier orbital gap   11.03 eV
SMILES   O.O.O.O

Geometry as ORCA input:
```
! wB97M-V def2-TZVPD RIJCOSX def2/J DEFGRID3
* xyz 0 1
O -2.3787 1.5780 0.7679
H -1.6237 1.5790 0.1319
H -2.0207 1.0860 1.4999
O -0.0837 1.4620 -0.7651
H -0.0087 0.5660 -1.0061
H 0.7403 1.6630 -0.3491
O 2.4123 -1.1230 0.5849
H 1.8063 -0.7490 -0.0091
H 2.6313 -1.9280 0.1089
O -0.1667 -1.2270 -0.4991
H -0.3907 -1.1970 0.4369
H -0.9177 -1.7100 -0.9021
*
```

***

*2*
Computed, not measured: a 4-piece molecular cluster, H8O4 overall, with the ωB97M-V functional and the def2-TZVPD basis.

Calculated values
E_HOMO   -10.755 eV
Frontier orbital gap   11.15 eV
SMILES   O.O.O.O

Geometry as ORCA input:
```
! wB97M-V def2-TZVPD RIJCOSX def2/J DEFGRID3
* xyz 0 1
H 0.1813 -1.4423 -0.4813
H 1.6068 -1.4414 0.1378
H -1.1274 1.3791 0.5622
H -0.8043 1.1326 -0.8306
H 4.0356 0.4425 1.0563
H 4.1618 -0.6005 -0.1313
H -3.7568 -0.6140 -0.4911
H -4.6964 0.4169 -0.1421
O 0.8600 -0.9208 -0.0322
O -0.3840 1.4295 -0.0940
O 4.0294 0.3636 0.1283
O -4.1061 -0.1452 0.3180
*
```

***

Most stable structure, least stable structure: *1*, *2*.

***

*1*
Computed, not measured: H8O4 as an isolated structure, with the ωB97M-V functional and the def2-TZVPD basis.

Calculated values
E_HOMO   -9.596 eV
Frontier orbital gap   9.44 eV

Geometry as ORCA input:
```
! wB97M-V def2-TZVPD RIJCOSX def2/J DEFGRID3
* xyz 0 1
O -0.6100 0.3323 -1.0420
H -1.0592 1.1544 -0.8457
H -0.1021 0.1420 -0.2533
O -1.6455 -1.3259 -1.6184
H -1.1634 -0.6306 -1.1707
H -1.5571 -1.1185 -2.5487
O 1.1119 0.7094 0.7118
H 1.5663 1.5113 0.4537
H 1.4841 0.0307 0.1487
O 0.4083 -0.3921 2.3282
H 1.3604 -0.3191 2.3950
H 0.2063 -0.0938 1.4414
*
```

***

*2*
Computed, not measured: a 4-piece molecular cluster, H8O4 overall, with the ωB97M-V functional and the def2-TZVPD basis.

Calculated values
E_HOMO   -10.745 eV
Frontier orbital gap   11.07 eV
SMILES   O.O.O.O

Geometry as ORCA input:
```
! wB97M-V def2-TZVPD RIJCOSX def2/J DEFGRID3
* xyz 0 1
O 0.3903 -0.4139 0.1875
H -0.3354 -0.6349 -0.4057
H 0.9312 -1.2165 0.2168
O 1.8098 -3.0188 -0.6070
H 1.1709 -3.2540 -1.2892
H 1.7408 -3.7231 0.0477
O -0.7673 2.6228 -1.3239
H -1.6640 2.3530 -1.5417
H -0.6349 2.3269 -0.4083
O -0.7858 1.9858 1.5187
H -1.1214 1.8979 2.4154
H -0.7342 1.0749 1.1895
*
```

***

Most stable structure, least stable structure: *2*, *1*.